1.
DFT (ωB97M-V/def2-TZVPD) results for a structure of composition C27H26BClN10O4Pd.

Output
ΔE to the lowest compared entry with this formula, charge and spin: 0.0 kJ/mol
Highest occupied orbital energy (alpha / beta): -12.009 / -12.009 eV
Gap between HOMO and LUMO (alpha / beta): 7.69 / 6.31 eV
DFT total energy: -68188.142 eV

```
! wB97M-V def2-TZVPD RIJCOSX def2/J DEFGRID3
* xyz 1 2
Pd 0.13366 -0.19904 -0.11488
C 3.03268 -1.71203 -1.11368
C 2.21727 -2.39038 -0.06636
C 2.45657 -3.57052 0.63567
C 1.31723 -3.79636 1.38654
N 0.44703 -2.80754 1.14904
N 1.00805 -1.94440 0.28584
B -1.04274 -2.58115 1.56601
N -1.80945 -2.26903 0.22941
C -2.95310 -2.80573 -0.21584
C -3.30502 -2.19095 -1.39977
C -2.31727 -1.23658 -1.64280
C -2.19841 -0.30186 -2.79600
N -1.43008 -1.30246 -0.64332
N -1.11471 -1.31071 2.44045
C -1.48458 -1.05395 3.70693
C -1.41515 0.30753 3.91446
C -0.99460 0.85892 2.70142
C -0.76045 2.28866 2.35288
N -0.81324 -0.13801 1.83292
N -1.58803 -3.82825 2.18734
C -1.59394 -5.06887 1.62588
C -2.23050 -5.91471 2.49052
C -2.59605 -5.10142 3.58869
C -3.31571 -5.50365 4.83469
N -2.21056 -3.85369 3.39646
H 3.67912 -2.43633 -1.60520
H 2.39136 -1.26695 -1.87621
H 3.66769 -0.92957 -0.70050
H 3.32955 -4.19605 0.57067
H 1.05592 -4.60922 2.04313
H -3.43733 -3.59138 0.33930
H -4.16011 -2.39784 -2.01842
H -2.97814 -0.52534 -3.51945
H -2.29469 0.73375 -2.47700
H -1.23130 -0.40743 -3.28998
H -1.80402 -1.86281 4.33936
H -1.67077 0.84090 4.81345
H -1.35789 2.93016 2.99694
H 0.28704 2.56540 2.49620
H -1.04417 2.48807 1.32152
H -1.15929 -5.24874 0.65507
H -2.41474 -6.96721 2.36093
H -3.61004 -6.54994 4.78638
H -2.68136 -5.36875 5.71066
H -4.21205 -4.90061 4.97514
O 2.04452 5.21037 -0.80399
C 2.85669 4.57001 0.01600
O 3.82884 5.07590 0.50187
C 2.54366 3.12952 0.31111
C 3.28509 2.32358 1.16998
Cl 4.61070 2.68301 2.14397
N 2.71742 1.09306 1.21522
N 1.63483 1.07999 0.41415
C 1.50494 2.29585 -0.10534
C 0.25769 2.51797 -0.90494
O 0.01767 3.59153 -1.41718
O -0.54404 1.49496 -0.94399
C 3.14604 -0.02881 2.00936
C 2.29895 -0.52570 2.98671
C 2.73182 -1.59623 3.75570
C 3.99701 -2.12938 3.55790
C 4.84069 -1.60398 2.58832
C 4.41573 -0.54649 1.80099
H 1.28978 4.66000 -1.12322
H 1.33266 -0.07007 3.15795
H 2.08478 -1.99667 4.52456
H 4.33538 -2.95212 4.17361
H 5.83127 -2.01457 2.44842
H 5.05823 -0.11630 1.04353
*
```

2.
DFT (ωB97M-V/def2-TZVPD) results for the ion C3H9N2O with charge +1 at a distorted geometry.

Output
SMILES: C[C@@H]([NH3+])C(N)=O
ΔE to the lowest compared entry with this formula, charge and spin: 42.8 kJ/mol
Highest occupied orbital energy: -15.074 eV
Gap between HOMO and LUMO: 11.66 eV
DFT total energy: -8278.630 eV

```
! wB97M-V def2-TZVPD RIJCOSX def2/J DEFGRID3
* xyz 1 1
N -1.68493 0.13389 -0.38725
C -0.21524 0.32605 -0.69862
C 0.29018 -0.70468 -1.68708
C 0.42904 0.23365 0.71466
N 1.68604 -0.18831 0.79884
O -0.30914 0.37307 1.68181
H -2.22615 0.91797 -0.74643
H -2.06508 -0.72368 -0.77847
H -1.68293 0.22067 0.66879
H -0.12866 1.36792 -0.99689
H 1.14994 -0.39349 -2.27137
H 0.45436 -1.65511 -1.17840
H -0.49577 -0.92228 -2.41644
H 2.16501 -0.17589 1.68744
H 2.19638 -0.67867 0.08435
*
```

3.
DFT (ωB97M-V/def2-TZVPD) results for a structure of composition C49H36CaF3N7O3S2 at a distorted geometry.

Output
ΔE to the lowest compared entry with this formula, charge and spin: 0.0 kJ/mol
Highest occupied orbital energy: -2.129 eV
Gap between HOMO and LUMO: 5.97 eV
DFT total energy: -116236.791 eV

```
! wB97M-V def2-TZVPD RIJCOSX def2/J DEFGRID3
* xyz -2 1
Ca -0.07087 0.82057 -0.75316
C -0.52838 5.24625 -0.38294
O 0.22163 5.73419 -1.48791
C 1.08747 4.91348 -2.18211
C 1.90024 5.60090 -3.05671
C 2.83649 4.95188 -3.86424
C 2.94139 3.58534 -3.77395
C 2.12765 2.84596 -2.90344
C 2.28423 1.40849 -2.92558
N 1.54684 0.57156 -2.30134
N 1.87323 -0.75893 -2.46318
C 0.90020 -1.55566 -2.06351
O -0.24043 -1.21481 -1.63288
C 1.23746 -3.01826 -2.13075
C 2.46047 -3.48426 -2.60957
C 2.73592 -4.84288 -2.61840
C 1.79682 -5.75421 -2.14958
C 0.57731 -5.29503 -1.67154
C 0.30043 -3.93555 -1.66241
C 1.15379 3.47824 -2.05697
O 0.39882 2.80827 -1.26572
H -1.02959 6.12210 0.03363
H 0.10953 4.79714 0.37666
H -1.27300 4.50889 -0.68246
H 1.79245 6.67883 -3.10333
H 3.45956 5.52003 -4.54437
H 3.65489 3.05115 -4.39422
H 3.08633 1.01785 -3.56213
H 3.18204 -2.75965 -2.96073
H 3.69138 -5.19575 -2.99038
H 2.01928 -6.81533 -2.15354
H -0.15881 -6.00076 -1.30273
H -0.63965 -3.54696 -1.28831
F 0.29311 6.32760 4.25675
C 0.86395 5.08394 4.16427
F 0.97891 4.66441 5.45479
F 2.10752 5.29857 3.71301
C 0.03213 4.18802 3.31090
C -1.27113 4.56720 3.04808
C -2.05092 3.81119 2.19228
C -1.44231 2.72889 1.56969
N -0.21994 2.30134 1.85234
C 0.53280 2.95798 2.77464
S 1.98053 2.24571 3.32629
H -1.66721 5.46989 3.49660
H -3.07433 4.08407 1.97219
H -1.96978 2.16877 0.80422
N -9.49553 -3.87668 -1.11222
C -8.48512 -3.33077 -1.03247
C -7.23595 -2.64922 -0.93700
C -7.08219 -1.59407 -0.03311
C -5.87451 -0.93001 0.05280
C -4.80137 -1.29182 -0.76058
C -4.96036 -2.34418 -1.65840
C -6.16226 -3.02029 -1.74963
C -3.51336 -0.55637 -0.65104
C -2.74886 -0.84276 0.47705
C -3.07952 -1.81400 1.48315
C -2.08244 -1.74755 2.42013
C -1.17910 -0.74339 1.95591
N -1.55460 -0.22607 0.80762
C -3.23252 0.35250 -1.67833
C -4.04572 0.58313 -2.83210
C -3.39402 1.53488 -3.58100
C -2.21764 1.85909 -2.85448
N -2.11974 1.16858 -1.73189
H -7.91542 -1.30845 0.59568
H -5.74667 -0.11501 0.75319
H -4.12299 -2.62630 -2.28403
H -6.28388 -3.84043 -2.44522
H -3.93896 -2.46813 1.47376
H -1.97600 -2.32880 3.32375
H -0.30110 -0.37863 2.46967
H -4.98094 0.09384 -3.06020
H -3.69806 1.95036 -4.52996
H -1.46134 2.58653 -3.12043
N 1.66314 0.20048 0.62747
S 2.06250 -1.28548 0.59325
C 1.82878 -2.10130 2.21408
C 1.17146 -3.32180 2.20674
C 0.95449 -3.99280 3.40259
C 1.38394 -3.42895 4.59512
C 2.02294 -2.19404 4.59461
C 2.24920 -1.52402 3.40271
C 3.88860 -1.38650 0.71993
C 4.54031 -2.59339 0.93215
C 5.92463 -2.61936 0.99426
C 6.65133 -1.44483 0.83875
C 5.99084 -0.24559 0.61283
C 4.60454 -0.21697 0.54341
H 1.92719 0.75135 1.45837
H 0.82791 -3.73241 1.26327
H 0.43756 -4.94494 3.40576
H 1.20748 -3.94516 5.53157
H 2.34298 -1.74866 5.52836
H 2.71524 -0.54577 3.40096
H 3.97035 -3.50689 1.05831
H 6.44088 -3.55652 1.16643
H 7.73350 -1.46862 0.88992
H 6.55726 0.66883 0.48784
H 4.06467 0.70668 0.36251
*
```

4.
DFT (ωB97M-V/def2-TZVPD) results for a structure of composition C39H50N4O5S2Se2W at a distorted geometry.

Output
ΔE to the lowest compared entry with this formula, charge and spin: 72.7 kJ/mol
Highest occupied orbital energy (alpha / beta): -12.238 / -12.688 eV
Gap between HOMO and LUMO (alpha / beta): 7.35 / 4.51 eV
DFT total energy: -211629.528 eV

```
! wB97M-V def2-TZVPD RIJCOSX def2/J DEFGRID3
* xyz 2 3
W 0.23258 -0.33588 0.06916
O 1.42877 0.50438 -1.26453
C 2.14887 1.61166 -1.43187
C 2.89817 1.74373 -2.60421
C 3.67525 2.86440 -2.81532
C 3.72187 3.89156 -1.87201
C 2.97545 3.77769 -0.72244
C 2.18492 2.64176 -0.47243
C 1.43691 2.60315 0.75326
N 0.74018 1.60271 1.17251
N 0.08895 1.80643 2.38450
C -0.69667 0.81117 2.63808
O -0.83106 -0.22568 1.83114
C -1.49960 0.79085 3.87552
C -2.45220 -0.20733 4.06653
C -3.20506 -0.23402 5.22985
C -3.01183 0.73490 6.20488
C -2.06911 1.73787 6.01239
C -1.31526 1.77009 4.85169
H 2.81172 0.97252 -3.35970
H 4.24045 2.95402 -3.73423
H 4.32893 4.76808 -2.04747
H 2.99491 4.56861 0.01776
H 1.46430 3.48637 1.38927
H -2.61468 -0.94446 3.29051
H -3.94933 -1.00676 5.37371
H -3.59995 0.71491 7.11280
H -1.92504 2.49707 6.76917
H -0.58363 2.55028 4.69310
O -1.27120 0.81951 -0.76856
S -2.46193 1.54652 -0.10036
C -3.46731 2.15077 -1.47227
C -3.96669 1.16552 -2.52751
C -3.16158 1.14036 -3.84077
C -2.43547 -0.16257 -4.17722
S -0.67646 -0.21111 -3.70008
O -0.48451 -1.73374 -0.59871
C -0.02463 1.22453 -4.51539
C 0.45632 1.14885 -5.81969
C 0.98580 2.27641 -6.43086
C 1.03272 3.48408 -5.74607
C 0.55714 3.56368 -4.44478
C 0.03686 2.43486 -3.82868
C -3.56194 0.32403 0.56720
C -4.46790 0.78615 1.51172
C -5.38788 -0.10285 2.04766
C -5.37099 -1.43440 1.65709
C -4.44258 -1.88336 0.72466
C -3.53033 -1.00236 0.16333
H -2.91293 2.98889 -1.89897
H -4.29437 2.58240 -0.89833
H -4.98718 1.47638 -2.75530
H -4.07012 0.16898 -2.09416
H -2.44257 1.96133 -3.84201
H -3.83814 1.36871 -4.66501
H -2.51698 -0.38415 -5.23992
H -2.86917 -1.00838 -3.63915
H 0.40814 0.20825 -6.35387
H 1.35442 2.21457 -7.44619
H 1.43793 4.36319 -6.22957
H 0.59974 4.50210 -3.90647
H -0.31121 2.47455 -2.80282
H -4.45025 1.81894 1.84106
H -6.10445 0.24366 2.77976
H -6.08601 -2.12731 2.08033
H -4.43931 -2.92203 0.42126
H -2.80374 -1.33791 -0.56488
C 1.02548 -3.44336 -2.96719
Se 2.30685 -3.00891 -1.59523
C 3.60708 -2.15004 -2.76618
C 4.74239 -1.50739 -1.99598
Se 4.22649 -1.01419 -0.19677
C 4.73514 -2.64842 0.70834
H 0.68012 -2.53091 -3.45033
H 0.19573 -3.94570 -2.47867
H 1.51874 -4.10741 -3.67632
H 3.03347 -1.41886 -3.33552
H 3.95778 -2.91384 -3.46299
H 5.04314 -0.58550 -2.49225
H 5.62093 -2.14716 -1.93285
H 5.79899 -2.82901 0.57301
H 4.16298 -3.49978 0.33900
H 4.52150 -2.50302 1.76471
C -0.26128 -3.00195 4.01155
N 0.52762 -2.87845 2.78514
C 0.14912 -3.78225 1.70276
C 1.31514 -1.82801 2.52760
O 1.46123 -1.41260 1.31213
N 2.02144 -1.23994 3.49828
C 2.39325 -1.90719 4.74560
C 2.69675 0.03559 3.28915
H -1.30730 -3.11495 3.72760
H -0.18040 -2.10315 4.61393
H 0.03874 -3.87125 4.59722
H 1.02983 -4.06646 1.12806
H -0.59476 -3.34179 1.04078
H -0.25738 -4.68346 2.15637
H 2.19630 -2.97152 4.68843
H 1.86582 -1.48112 5.59901
H 3.46330 -1.76390 4.89813
H 2.37112 0.50002 2.36589
H 3.77870 -0.11497 3.26067
H 2.46596 0.70367 4.11884
*
```

5.
DFT (ωB97M-V/def2-TZVPD) results for the molecule C4H6N2O.

Output
SMILES: COC1=NCN=C1
ΔE to the lowest compared entry with this formula, charge and spin: 158.2 kJ/mol
Highest occupied orbital energy: -10.055 eV
Gap between HOMO and LUMO: 10.81 eV
DFT total energy: -9271.862 eV

```
! wB97M-V def2-TZVPD RIJCOSX def2/J DEFGRID3
* xyz 0 1
C -0.70994 1.78126 -1.25826
O 0.39669 0.88700 -1.15672
C 0.29576 -0.02846 -0.19732
C 1.40565 -0.95931 0.08936
N 1.12632 -1.66682 1.11763
C -0.27847 -1.36607 1.36925
N -0.69858 -0.22736 0.58697
H -1.63748 1.22567 -1.41746
H -0.49880 2.43306 -2.10760
H -0.80024 2.36575 -0.33783
H 2.30000 -1.10858 -0.50379
H -0.64769 -2.30221 0.93518
H -0.61991 -1.33120 2.40612
*
```

6.
DFT (ωB97M-V/def2-TZVPD) results for the molecule C5H6ClIN3P at a distorted geometry.

Output
ΔE to the lowest compared entry with this formula, charge and spin: 325.2 kJ/mol
Highest occupied orbital energy: -8.949 eV
Gap between HOMO and LUMO: 8.80 eV
DFT total energy: -39661.445 eV

```
! wB97M-V def2-TZVPD RIJCOSX def2/J DEFGRID3
* xyz 0 1
C 1.32023 2.18583 0.22546
C 0.88153 0.83881 -0.05448
C -0.51307 0.53649 -0.02098
C -0.84505 2.74442 0.32660
C 0.02103 -2.42075 -1.21043
N 0.37609 3.15534 0.38220
N -1.31133 1.57492 -0.04054
N -0.20633 -1.31545 1.67512
P -0.68922 -1.34216 0.24598
Cl -2.08691 3.89229 0.72085
I 2.23942 -0.67723 -0.07512
H 2.32700 2.40496 0.37182
H 1.04962 -2.81564 -1.03549
H -0.01384 -1.78963 -2.13109
H -0.61014 -3.24075 -1.11598
H 0.12823 -2.24703 1.99306
H -2.06726 -1.48443 -0.25698
*
```